Entry 1:
Density functional theory data (ωB97M-V with the def2-TZVPD basis set) for a structure of composition C2H4N2O.

As for the energy above the lowest of the compared OMol25 structures with the same formula, charge and spin: 1.998 eV. As for the gap between HOMO and LUMO: 12.00 eV. Its net charge is 0.

Cartesian coordinates (Å):
C 1.158 2.187 0.914
C -1.247 -0.684 0.685
N 2.214 1.801 1.199
N -1.176 -1.107 -0.424
O -1.215 -0.195 1.734
H 0.251 2.487 0.534
H 0.924 -1.766 -1.634
H 0.620 -1.079 -1.845
H -1.529 -1.644 -1.164

Forces on the atoms, in the same order (eV/Å):
3.37 -1.29 0.71
-0.23 -0.51 -1.10
-1.77 0.70 -0.30
0.20 0.67 0.69
0.00 0.42 1.02
-1.60 0.57 -0.40
-0.29 1.14 -0.55
0.79 -1.22 0.21
-0.47 -0.48 -0.28

These are the Mulliken partial charges, in e, on atoms 1 to 4: 0.076, 0.469, -0.353, -0.335



Entry 2:
Density functional theory data (ωB97M-V with the def2-TZVPD basis set) for the molecule C2H4N2O.

As for the energy above the lowest of the compared OMol25 structures with the same formula, charge and spin: 6.082 eV. As for the gap between HOMO and LUMO: 8.45 eV. Its net charge is 0.

Cartesian coordinates (Å):
C -1.088 -0.975 -0.021
C 1.100 0.525 -0.014
N -2.301 -0.452 0.039
N -0.278 0.088 -0.023
O -1.241 1.124 0.024
H -0.669 -1.923 -0.026
H 1.852 -0.397 0.194
H 1.213 0.899 -1.029
H 1.414 1.109 0.856

Forces on the atoms, in the same order (eV/Å):
1.05 3.96 0.38
1.50 -3.43 0.20
1.56 1.97 -0.21
-0.50 0.22 0.79
-1.70 -3.63 0.02
-0.10 -2.08 -0.05
-1.96 1.64 -1.06
0.97 0.64 0.39
-0.82 0.71 -0.46

These are the Mulliken partial charges, in e, on atoms 1 to 4: 0.087, -0.690, -0.360, 0.192



Entry 3:
Density functional theory data (ωB97M-V with the def2-TZVPD basis set) for the molecule C2H4N2O.

As for the energy above the lowest of the compared OMol25 structures with the same formula, charge and spin: 4.975 eV. As for the gap between HOMO and LUMO (alpha / beta): 8.64 / 8.63 eV. Its net charge is 0.

Cartesian coordinates (Å):
C -0.050 -0.077 0.759
C 0.480 0.789 -0.175
N -1.059 -0.741 0.175
N -0.968 -0.608 -1.178
O 1.759 1.119 -0.310
H 0.174 -0.136 1.817
H -1.983 -0.898 0.560
H -0.044 -0.916 -1.482
H 1.852 1.917 -0.852

Forces on the atoms, in the same order (eV/Å):
0.08 -0.09 0.59
-0.65 0.49 -1.06
0.52 -0.10 -1.06
0.22 0.46 0.60
0.04 -0.45 0.33
0.11 -0.11 -0.01
0.20 0.18 -0.01
-0.19 -0.19 0.46
-0.31 -0.19 0.15

These are the Mulliken partial charges, in e, on atoms 1 to 4: -0.038, -0.408, 0.118, -0.635



Entry 4:
Density functional theory data (ωB97M-V with the def2-TZVPD basis set) for the molecule C2H4N2O.

As for the energy above the lowest of the compared OMol25 structures with the same formula, charge and spin: 1.007 eV. As for the gap between HOMO and LUMO: 10.83 eV. Its net charge is 0.

Cartesian coordinates (Å):
H -1.380 1.838 1.550
N -0.627 1.199 1.260
C -0.823 0.130 0.616
N 0.284 -0.761 0.208
C 1.100 -0.397 -0.838
O 2.280 -0.649 -0.918
H -1.650 -0.427 0.188
H 0.756 -1.320 0.912
H 0.547 0.130 -1.639

Forces on the atoms, in the same order (eV/Å):
-0.08 -0.97 -0.57
0.29 -0.88 -0.46
0.78 -0.39 -0.15
0.51 0.69 0.42
0.22 0.17 0.06
-0.46 -0.20 -0.09
-1.35 1.06 0.49
-0.04 0.41 0.15
0.13 0.12 0.14

These are the Mulliken partial charges, in e, on atoms 1 to 4: 0.270, -0.534, 0.008, -0.225



Entry 5:
Density functional theory data (ωB97M-V with the def2-TZVPD basis set) for a cluster of 2 separate species, C2H4N2O in total.

As for the energy above the lowest of the compared OMol25 structures with the same formula, charge and spin: 5.988 eV. As for the gap between HOMO and LUMO (alpha / beta): 7.08 / 7.11 eV. Its net charge is 0.

Cartesian coordinates (Å):
C 0.083 0.807 0.301
C -0.961 -1.253 -0.409
N 2.030 2.117 0.217
N 0.103 -0.367 -0.051
O 2.871 1.811 1.004
H -0.648 1.668 0.489
H -0.548 -1.978 -1.033
H -1.103 -1.943 0.334
H -1.826 -0.861 -0.852

Forces on the atoms, in the same order (eV/Å):
1.07 1.32 -0.37
1.38 0.22 -0.49
0.91 -2.15 2.64
0.32 1.98 0.58
-2.60 0.84 -2.47
0.57 -1.37 -0.34
0.81 -0.73 -2.11
-1.16 -1.00 2.80
-1.30 0.88 -0.23

These are the Mulliken partial charges, in e, on atoms 1 to 4: 0.034, -0.887, 0.067, -0.335



Entry 6:
Density functional theory data (ωB97M-V with the def2-TZVPD basis set) for a cluster of 2 separate species, C2H4N2O in total.

As for the energy above the lowest of the compared OMol25 structures with the same formula, charge and spin: 1.264 eV. As for the gap between HOMO and LUMO: 10.47 eV. Its net charge is 0.

Cartesian coordinates (Å):
N -0.322 1.468 0.689
C 0.249 2.340 1.222
O 0.795 3.276 1.703
H -0.292 0.446 0.242
C -0.378 -1.586 -0.970
N 0.302 -0.941 -0.194
H -0.180 -2.518 -1.552
H -1.415 -1.356 -1.298
H 1.242 -1.129 0.158

Forces on the atoms, in the same order (eV/Å):
-1.35 -2.35 -1.24
1.22 1.63 0.48
-0.30 -0.43 0.03
0.64 1.62 1.11
-2.11 -3.20 -3.34
0.75 2.12 2.06
1.01 0.27 0.80
0.48 0.97 0.84
-0.32 -0.63 -0.74

These are the Mulliken partial charges, in e, on atoms 1 to 4: -0.432, 0.418, -0.527, 0.487



Entry 7:
Density functional theory data (ωB97M-V with the def2-TZVPD basis set) for the molecule C2H4N2O.

As for the energy above the lowest of the compared OMol25 structures with the same formula, charge and spin: 4.428 eV. As for the gap between HOMO and LUMO: 8.94 eV. Its net charge is 0.

Cartesian coordinates (Å):
C -0.703 0.449 0.499
C -1.359 -0.580 -0.089
N 1.765 0.127 -0.213
N 1.952 -0.834 0.311
O 0.398 1.035 0.049
H -1.022 0.900 1.365
H -2.236 -1.078 0.209
H -0.946 -0.671 -1.083
H 2.152 0.653 -1.047

Forces on the atoms, in the same order (eV/Å):
-0.66 -2.07 -0.94
2.32 2.23 -0.75
-0.57 1.27 -1.85
0.99 -2.12 1.05
0.25 1.41 -1.22
-0.88 0.76 2.37
-0.75 -0.26 0.50
-0.22 -1.07 -0.32
-0.47 -0.16 1.17

These are the Mulliken partial charges, in e, on atoms 1 to 4: -0.067, -0.704, 0.402, -0.343



Entry 8:
Density functional theory data (ωB97M-V with the def2-TZVPD basis set) for a cluster of 2 separate species, C2H4N2O in total.

As for the energy above the lowest of the compared OMol25 structures with the same formula, charge and spin: 2.438 eV. As for the gap between HOMO and LUMO: 10.66 eV. Its net charge is 0.

Cartesian coordinates (Å):
C -1.429 -0.357 0.166
C -0.065 0.199 -0.248
N -2.476 -0.730 0.367
N 1.016 -0.460 0.384
O 0.072 1.508 -0.111
H -0.296 -0.034 -1.776
H 0.928 -1.507 0.333
H 1.932 -0.248 0.054
H 0.318 1.630 0.831

Forces on the atoms, in the same order (eV/Å):
3.52 1.25 -0.60
-1.56 -2.84 -4.15
-2.24 -0.86 0.53
-0.95 -2.86 0.31
0.02 2.17 0.84
0.97 0.68 3.95
-0.05 1.50 0.26
0.39 0.65 -0.58
-0.10 0.30 -0.56

These are the Mulliken partial charges, in e, on atoms 1 to 4: 0.040, 0.301, -0.335, -0.624



Entry 9:
Density functional theory data (ωB97M-V with the def2-TZVPD basis set) for a cluster of 2 separate species, C2H4N2O2 in total.

As for the energy above the lowest of the compared OMol25 structures with the same formula, charge and spin: 6.762 eV. As for the gap between HOMO and LUMO (alpha / beta): 9.03 / 9.02 eV. Its net charge is 0.

Cartesian coordinates (Å):
C -0.283 -0.081 0.015
C -1.740 0.262 -0.064
N 0.523 0.695 0.465
N 2.295 -0.167 0.092
O 2.340 -1.363 0.064
O 3.174 0.589 -0.077
H -0.121 -1.146 -0.280
H -1.633 1.043 -0.740
H -2.181 0.662 0.829
H -2.374 -0.494 -0.305

Forces on the atoms, in the same order (eV/Å):
-2.43 -3.89 -0.08
1.57 1.62 1.77
4.54 0.95 0.25
-1.88 -0.26 0.49
-0.91 0.04 0.07
0.37 1.27 0.01
0.84 0.64 -0.09
-1.09 1.48 -1.69
0.35 0.48 0.71
-1.36 -2.34 -1.43

These are the Mulliken partial charges, in e, on atoms 1 to 4: 0.311, -1.004, -0.418, 0.735



Entry 10:
Density functional theory data (ωB97M-V with the def2-TZVPD basis set) for the molecule C2H4N2O2.

As for the energy above the lowest of the compared OMol25 structures with the same formula, charge and spin: 6.528 eV. As for the gap between HOMO and LUMO: 9.51 eV. Its net charge is 0.

Cartesian coordinates (Å):
C 0.105 -0.867 0.317
C -0.552 0.267 -0.353
N -1.786 0.470 -0.416
O -2.096 1.609 -1.047
N -0.794 2.150 -1.609
O 0.150 1.203 -1.116
H -0.224 -1.704 -0.192
H -0.247 -0.828 1.280
H 1.161 -0.677 0.300
H -0.797 3.027 -1.226

Forces on the atoms, in the same order (eV/Å):
0.91 2.34 -1.36
-0.56 1.74 -1.54
-0.89 -0.98 1.43
0.59 0.81 -1.08
-1.55 -4.20 -2.33
0.69 0.73 0.82
-0.14 -2.09 -0.77
-0.68 -0.39 2.46
0.53 -0.44 -0.06
1.10 2.47 2.44

These are the Mulliken partial charges, in e, on atoms 1 to 4: -0.964, 0.662, -0.320, -0.167



Question: What is the net charge in the first record?
Answer: 0



Question: What is the net charge in the eighth record?
Answer: 0



Question: What is the net charge in the second record?
Answer: 0



Question: Which formula does entry 3 have?
Answer: C2H4N2O